(1)
C3H3NOS3 | ωB97M-V/def2-TZVPD

Properties
- Relative energy (zero: lowest compared OMol25 entry of this formula, charge and spin): 226.0 kJ/mol
- SMILES: S=C1NOCSC1=S
- DFT total energy: -1440.57710 a.u.
- HOMO: -8.76 eV

```
! RIJCOSX wB97M-V def2-TZVPD def2/J DEFGRID3
* xyz 0 1
C -1.2452 -0.1924 0.1075
C 1.5454 -0.0315 -0.3094
C -0.7990 1.2741 0.0681
H -0.4907 -2.0921 0.3393
H 2.6066 0.1295 -0.0212
H 1.5170 -0.6440 -1.2154
N -0.3487 -1.0719 0.5384
O 0.9834 -0.7315 0.8353
S -2.7551 -0.7012 -0.3593
S 0.8334 1.5937 -0.3882
S -1.8470 2.4674 0.4050
*
```

---

(2)
C3H3NOS3 | ωB97M-V/def2-TZVPD

Properties
- Relative energy (zero: lowest compared OMol25 entry of this formula, charge and spin): 97.3 kJ/mol
- SMILES: NC(=O)C(=S)C(=S)S
- DFT total energy: -1440.62613 a.u.
- HOMO: -9.08 eV

```
! RIJCOSX wB97M-V def2-TZVPD def2/J DEFGRID3
* xyz 0 1
C -0.7561 0.4980 0.1158
C 0.0608 -0.6830 -0.5013
C 1.4876 -0.5090 -0.0526
H -2.4330 0.7840 1.2210
H -1.9373 -0.8618 0.7918
H 1.6846 1.8829 -1.2354
N -1.7373 0.0817 0.9478
O -0.5502 1.6181 -0.2260
S -0.4621 -1.9861 -1.2057
S 2.5088 0.7702 -0.7164
S 2.1341 -1.5949 0.8611
*
```